(1)
Entry from the OMol25 dataset: C4H7NO in the gas phase (ωB97M-V with the def2-TZVPD basis set).

Output
Electronic energy in eV: -7794.7081
Strongest force on any atom in eV/A: 0.4
Lowest unoccupied orbital energy (alpha / beta) in Eh: 0.0149 / 0.0185
Kohn-Sham gap (alpha / beta) in eV: 7.517 / 7.773
Energy relative to the best compared isomer or geometry (same formula, charge and spin) in kcal/mol: 113.8

XYZ file:
```
13
Properties=species:S:1:pos:R:3:nbo_charge:R:1
C 1.4842 -0.5906 0.6737 -0.41
N 0.3926 0.2007 0.1011 -0.26
C 0.1543 1.4082 0.5420 -0.18
C -1.6546 -0.4637 -1.1017 -0.16
C -0.2070 -0.3593 -1.0274 0.12
O -0.8310 -1.6202 -0.8642 -0.51
H 1.0614 -1.5514 0.9769 0.23
H 2.2540 -0.7578 -0.0803 0.23
H 1.8935 -0.0708 1.5408 0.21
H 0.9095 1.9383 1.1082 0.19
H -0.7362 1.9125 0.1870 0.20
H -2.2816 -0.1911 -0.2484 0.17
H -2.1466 -0.4090 -2.0723 0.19
```

---

(2)
Entry from the OMol25 dataset: 2 unconnected molecules or ions with the total composition C4H7NO (ωB97M-V with the def2-TZVPD basis set).

Output
Electronic energy in eV: -7797.2542
Strongest force on any atom in eV/A: 0.9
Lowest unoccupied orbital energy in Eh: 0.0349
Kohn-Sham gap in eV: 10.104
Energy relative to the best compared isomer or geometry (same formula, charge and spin) in kcal/mol: 55.1
SMILES: [H]/N=C/C.C=C=O

XYZ file:
```
13
Properties=species:S:1:pos:R:3:nbo_charge:R:1
H 0.8306 -1.7389 0.8836 0.34
N 0.2234 -1.4633 0.1083 -0.63
C -0.7036 -0.6945 0.5141 0.13
C -1.7246 -0.1307 -0.4296 -0.69
H -0.8122 -0.4003 1.5644 0.16
H -2.5648 -0.8312 -0.4610 0.24
H -1.3266 -0.0268 -1.4436 0.23
H -2.1036 0.8360 -0.0834 0.22
C 1.8960 0.6826 -0.5703 -0.79
C 1.2139 1.1363 0.4525 0.72
O 0.6840 1.5938 1.3907 -0.49
H 1.5077 -0.0723 -1.2418 0.29
H 2.8799 1.1095 -0.6839 0.26
```

---

(3)
Entry from the OMol25 dataset: 3 unconnected molecules or ions with the total composition C4H7NO at a distorted geometry (ωB97M-V with the def2-TZVPD basis set).

Output
Electronic energy in eV: -7796.2103
Strongest force on any atom in eV/A: 1.1
Lowest unoccupied orbital energy in Eh: 0.0107
Kohn-Sham gap in eV: 10.631
Energy relative to the best compared isomer or geometry (same formula, charge and spin) in kcal/mol: 79.2
SMILES: C=CC#N.[H][H].C=O

XYZ file:
```
13
Properties=species:S:1:pos:R:3:nbo_charge:R:1
C -0.5992 -1.4810 -0.6488 -0.27
C -1.6251 -0.6574 -0.4384 -0.34
C -1.5104 0.7586 -0.6592 0.26
N -1.4031 1.8998 -0.8310 -0.32
H -0.6953 -2.5454 -0.4631 0.21
H 0.3651 -1.1223 -0.9929 0.21
H -2.5850 -1.0135 -0.0773 0.24
H 0.6094 -0.0183 2.1377 0.01
H -0.0432 0.0766 2.4854 -0.02
C 1.8712 1.0372 -0.1281 0.27
O 2.2495 0.0384 0.4361 -0.51
H 2.2316 1.2999 -1.1414 0.11
H 1.1345 1.7274 0.3212 0.13
```

---

(4)
Entry from the OMol25 dataset: C4H7NO in the gas phase at a distorted geometry (ωB97M-V with the def2-TZVPD basis set).

Output
Electronic energy in eV: -7795.2568
Strongest force on any atom in eV/A: 4.0
Lowest unoccupied orbital energy (alpha / beta) in Eh: -0.0013 / 0.0188
Kohn-Sham gap (alpha / beta) in eV: 7.297 / 8.362
Energy relative to the best compared isomer or geometry (same formula, charge and spin) in kcal/mol: 101.2

XYZ file:
```
13
Properties=species:S:1:pos:R:3:nbo_charge:R:1
C 2.0555 0.0512 0.0688 0.48
C -0.1245 0.6405 0.7512 0.04
C -1.3621 1.0004 -0.0219 -0.68
C 0.2695 -1.3357 -0.5526 -0.40
N 0.7310 -0.3507 0.3927 -0.43
O 2.9133 0.2343 0.8483 -0.52
H 0.3721 1.2771 1.5850 0.20
H -1.5315 2.0812 -0.0962 0.23
H -2.2177 0.5565 0.5079 0.23
H -1.3422 0.4966 -1.0650 0.22
H 1.0559 -1.8217 -1.0275 0.22
H -0.3861 -2.0208 -0.0411 0.21
H -0.4332 -0.8089 -1.3498 0.18
```

---

(5)
Entry from the OMol25 dataset: 2 unconnected molecules or ions with the total composition C4H7NO (ωB97M-V with the def2-TZVPD basis set).

Output
Electronic energy in eV: -7797.4156
Strongest force on any atom in eV/A: 0.8
Lowest unoccupied orbital energy in Eh: 0.0158
Kohn-Sham gap in eV: 10.697
Energy relative to the best compared isomer or geometry (same formula, charge and spin) in kcal/mol: 51.4
SMILES: C=CC#N.CO

XYZ file:
```
13
Properties=species:S:1:pos:R:3:nbo_charge:R:1
C -0.9474 0.3858 -1.1563 -0.25
C -1.8511 -0.2539 -0.4192 -0.36
C -1.8237 -0.2573 1.0159 0.25
N -1.7547 -0.3222 2.1689 -0.31
H -0.1444 0.9734 -0.7295 0.22
H -0.9927 0.3224 -2.2370 0.21
H -2.6233 -0.8609 -0.8734 0.24
C 1.9258 0.2717 0.8682 -0.26
O 1.3912 -0.7377 0.0339 -0.73
H 2.4646 0.9804 0.2292 0.18
H 1.1406 0.8146 1.4113 0.17
H 2.6369 -0.1287 1.6024 0.17
H 0.6581 -1.1602 0.5003 0.47
```

---

(6)
Entry from the OMol25 dataset: a molecular structure, C4H7NO at a distorted geometry (ωB97M-V with the def2-TZVPD basis set).

Output
Electronic energy in eV: -7793.4064
Strongest force on any atom in eV/A: 3.0
Lowest unoccupied orbital energy in Eh: 0.0313
Kohn-Sham gap in eV: 8.621
Energy relative to the best compared isomer or geometry (same formula, charge and spin) in kcal/mol: 143.9

XYZ file:
```
13
Properties=species:S:1:pos:R:3:nbo_charge:R:1
O 1.5906 0.7303 0.6954 -0.48
C 2.1669 0.9608 -0.4450 0.06
C 0.9364 -0.5417 0.1398 -0.08
C -0.4703 -0.3355 0.5664 -0.13
C -1.4338 0.3614 -0.3151 -0.26
N -1.4385 -1.0984 -0.2131 -0.58
H 2.3452 2.0186 -0.5838 0.06
H 1.4644 -1.3648 0.6143 0.20
H 0.9487 -0.6639 -0.9689 0.25
H -0.6097 -0.2364 1.6410 0.20
H -1.1021 0.7566 -1.2743 0.20
H -2.2326 0.9298 0.1610 0.20
H -2.1954 -1.4190 0.3841 0.36
```

---

(7)
Entry from the OMol25 dataset: C4H7NO in the gas phase (ωB97M-V with the def2-TZVPD basis set).

Output
Electronic energy in eV: -7794.9254
Strongest force on any atom in eV/A: 0.3
Lowest unoccupied orbital energy in Eh: -0.0017
Kohn-Sham gap in eV: 8.457
Energy relative to the best compared isomer or geometry (same formula, charge and spin) in kcal/mol: 108.8

XYZ file:
```
13
Properties=species:S:1:pos:R:3:nbo_charge:R:1
O 2.0887 -0.6955 0.4330 -0.67
C 0.7222 -0.7263 0.2619 0.10
C -0.6722 0.1238 1.2249 -0.24
N -1.4884 -0.1105 0.1834 -0.37
C -0.9620 0.6571 -0.9173 -0.30
C 0.2256 -0.2272 -0.9840 -0.16
H 2.4276 0.1110 0.0223 0.47
H 0.3776 -1.6701 0.6708 0.22
H -0.2669 1.1341 1.3902 0.17
H -0.8603 -0.4415 2.1376 0.20
H -0.7585 1.7243 -0.7009 0.16
H -1.5889 0.5833 -1.8116 0.22
H 0.7554 -0.4626 -1.9101 0.20
```

---

(8)
Entry from the OMol25 dataset: a molecular structure, C4H7NO (ωB97M-V with the def2-TZVPD basis set).

Output
Electronic energy in eV: -7794.2943
Strongest force on any atom in eV/A: 0.6
Lowest unoccupied orbital energy in Eh: 0.0292
Kohn-Sham gap in eV: 9.599
Energy relative to the best compared isomer or geometry (same formula, charge and spin) in kcal/mol: 123.4

XYZ file:
```
13
Properties=species:S:1:pos:R:3:nbo_charge:R:1
O 0.8985 0.8910 2.6662 -0.50
C 0.0275 0.7447 1.8452 0.43
C 0.0129 -0.4049 0.8529 -0.34
N -0.6675 -0.0091 -0.3689 -0.48
C 0.1417 0.4971 -1.4759 -0.29
C -0.2004 -0.9110 -1.7937 -0.35
H -0.8331 1.4402 1.7696 0.12
H -0.5386 -1.2363 1.3107 0.23
H 1.0450 -0.7402 0.6847 0.21
H 1.1534 0.7374 -1.1474 0.20
H -0.3239 1.3095 -2.0326 0.20
H -1.3090 -0.7510 -0.9068 0.42
H 0.5935 -1.5675 -1.4040 0.15
```

---

(9)
Entry from the OMol25 dataset: C4H7NO in the gas phase (ωB97M-V with the def2-TZVPD basis set).

Output
Electronic energy in eV: -7797.6771
Strongest force on any atom in eV/A: 0.5
Lowest unoccupied orbital energy in Eh: 0.0354
Kohn-Sham gap in eV: 10.702
Energy relative to the best compared isomer or geometry (same formula, charge and spin) in kcal/mol: 45.4
SMILES: C[C@H]1N[C@H]1C=O

XYZ file:
```
13
Properties=species:S:1:pos:R:3:nbo_charge:R:1
C -0.9784 -0.4260 1.2200 -0.62
C -0.3297 -0.7797 -0.0967 -0.06
N -0.6377 0.0746 -1.2264 -0.57
C 0.7504 0.0250 -0.7394 -0.21
C 1.2490 1.3117 -0.1726 0.43
O 2.3170 1.7917 -0.4705 -0.51
H -1.0570 0.6574 1.3439 0.22
H -0.4137 -0.8400 2.0623 0.22
H -1.9953 -0.8310 1.2526 0.22
H -0.2539 -1.8515 -0.2906 0.20
H -0.7190 -0.4482 -2.0937 0.36
H 1.4957 -0.5042 -1.3317 0.21
H 0.5726 1.8204 0.5428 0.11
```

---

(10)
Entry from the OMol25 dataset: C4H7NO in the gas phase (ωB97M-V with the def2-TZVPD basis set).

Output
Electronic energy in eV: -7798.4363
Strongest force on any atom in eV/A: 0.4
Lowest unoccupied orbital energy in Eh: 0.0361
Kohn-Sham gap in eV: 10.528
Energy relative to the best compared isomer or geometry (same formula, charge and spin) in kcal/mol: 27.9
SMILES: C1=NCCCO1

XYZ file:
```
13
Properties=species:S:1:pos:R:3:nbo_charge:R:1
C 0.2320 -1.6423 -0.3768 0.39
N -0.4068 -0.9827 -1.2424 -0.48
C -0.8410 0.3672 -0.9149 -0.25
C -0.3299 0.9313 0.4241 -0.46
C 0.9399 0.2079 0.8453 -0.07
O 0.7663 -1.2087 0.7902 -0.50
H 0.3949 -2.7098 -0.5084 0.17
H -1.9330 0.2973 -0.8824 0.21
H -0.6072 1.0290 -1.7551 0.20
H -1.0867 0.7983 1.2042 0.21
H -0.1271 2.0055 0.3474 0.22
H 1.7805 0.4759 0.1911 0.18
H 1.2181 0.4313 1.8777 0.20
```